(1)
Computed, not measured: a molecular structure, C61H46FGeO2P3PtS at a distorted geometry, with ωB97M-V/def2-TZVPD.

XYZ file:
```
116
Properties=species:S:1:pos:R:3:forces:R:3:lowdin_charge:R:1
Pt 0.4475 0.5926 1.0895 -1.60 1.17 -0.77 0.5379
F 1.5759 0.7899 5.5147 -0.14 0.01 -0.57 -0.3607
Ge 1.1138 0.7167 3.6959 0.33 -0.67 1.38 0.9473
C -0.7020 1.5366 4.2303 1.01 -0.23 -0.70 -0.2307
C -1.0377 1.5117 5.5773 0.14 -0.13 0.28 -0.0939
C -2.1776 2.1410 6.0454 -0.09 -0.02 0.01 -0.0674
C -2.9996 2.8314 5.1714 -0.09 0.02 -0.02 -0.0695
C -2.6981 2.8323 3.8232 0.09 0.15 -0.11 -0.1108
C -1.5686 2.1676 3.3459 -0.06 -0.08 0.02 -0.3742
P -1.3845 2.0133 1.5587 -0.44 -0.85 -0.24 0.9422
C -1.7465 3.6812 0.9396 0.35 0.09 -0.11 -0.3358
C -2.4022 3.8796 -0.2715 -0.16 -0.16 0.15 -0.0963
C -2.5608 5.1560 -0.7778 -0.04 0.01 -0.07 -0.0734
C -2.0640 6.2477 -0.0863 -0.01 0.02 0.04 -0.0722
C -1.4366 6.0573 1.1340 -0.04 0.17 0.03 -0.0642
C -1.2758 4.7846 1.6479 0.01 -0.13 -0.07 -0.0847
C -2.8897 1.0792 1.0501 0.24 -0.04 -0.13 -0.3326
C -3.9607 0.7523 1.8719 0.03 0.26 0.01 -0.0811
C -5.0080 -0.0124 1.3882 -0.17 -0.03 -0.07 -0.0789
C -5.0100 -0.4562 0.0775 -0.10 0.01 0.06 -0.0796
C -3.9421 -0.1495 -0.7475 0.01 -0.01 -0.07 -0.0863
C -2.8814 0.5917 -0.2576 -0.04 -0.02 -0.10 -0.1708
C 3.0435 1.1675 3.2656 -0.99 -0.24 -0.22 -0.2484
C 3.8202 1.7452 4.2564 0.03 0.13 0.26 -0.0874
C 5.1977 1.7743 4.1475 -0.07 0.06 0.06 -0.0589
C 5.8235 1.2086 3.0487 0.11 -0.01 -0.14 -0.0682
C 5.0588 0.6802 2.0286 0.03 -0.12 -0.01 -0.0951
C 3.6664 0.6773 2.1235 -0.19 0.02 0.07 -0.3817
P 2.7123 0.1335 0.6839 0.57 0.00 -0.23 0.9624
C 3.5277 -1.4614 0.3329 -0.30 -0.16 -0.02 -0.3274
C 3.5757 -2.3703 1.3869 -0.02 0.10 0.03 -0.1026
C 4.2297 -3.5780 1.2440 0.00 -0.10 0.07 -0.0743
C 4.8344 -3.8992 0.0392 -0.01 -0.03 -0.01 -0.0843
C 4.7780 -3.0062 -1.0165 0.08 -0.14 -0.08 -0.0771
C 4.1296 -1.7912 -0.8757 -0.11 0.18 0.00 -0.0667
C 3.2959 1.2087 -0.6658 -0.13 -0.15 0.05 -0.3718
C 4.1078 2.3159 -0.4520 0.06 -0.10 0.11 -0.0767
C 4.4371 3.1442 -1.5112 0.09 0.11 -0.11 -0.0643
C 3.9704 2.8702 -2.7843 -0.01 0.06 0.06 -0.0758
C 3.1500 1.7754 -3.0036 0.04 -0.15 -0.08 -0.0880
C 2.7986 0.9555 -1.9468 0.09 -0.01 0.04 -0.2061
C 1.1294 -1.3285 3.7661 -0.25 0.72 -0.28 -0.2661
C 1.9075 -1.8966 4.7679 0.15 0.01 0.18 -0.0975
C 1.9600 -3.2660 4.9512 0.03 -0.05 -0.04 -0.0683
C 1.1636 -4.0993 4.1795 -0.01 -0.18 -0.07 -0.0725
C 0.3747 -3.5548 3.1863 -0.05 0.03 0.03 -0.1044
C 0.4093 -2.1823 2.9355 0.07 -0.20 -0.02 -0.4052
P -0.5495 -1.5659 1.5233 1.70 0.63 0.76 0.9974
C -2.1766 -2.0696 2.1597 -0.33 0.55 -0.23 -0.3231
C -3.0218 -2.9960 1.5610 0.32 0.15 -0.11 -0.0683
C -4.2094 -3.3367 2.1837 -0.19 -0.12 0.10 -0.0767
C -4.5623 -2.7574 3.3912 0.01 -0.07 -0.04 -0.0806
C -3.7120 -1.8458 3.9982 -0.03 -0.04 0.10 -0.0687
C -2.5265 -1.5031 3.3853 0.17 -0.03 -0.06 -0.0903
C -0.2109 -2.6737 0.1257 -0.09 0.41 -0.25 -0.3400
C 0.8145 -3.6127 0.0698 -0.12 0.09 0.25 -0.0774
C 1.0656 -4.2852 -1.1134 0.07 -0.10 -0.07 -0.0650
C 0.3090 -4.0272 -2.2437 0.04 -0.02 0.01 -0.0722
C -0.7153 -3.0939 -2.1939 0.00 -0.03 -0.18 -0.0690
C -0.9671 -2.4138 -1.0204 0.06 0.02 0.19 -0.1046
H -0.3925 1.0033 6.2746 0.11 0.02 0.02 0.0961
H -2.4104 2.1019 7.1002 -0.02 0.02 0.07 0.1050
H -3.8770 3.3498 5.5299 -0.06 0.05 0.03 0.1060
H -3.3331 3.3568 3.1207 -0.08 0.03 0.02 0.1164
H -2.7945 3.0363 -0.8191 0.05 -0.01 -0.07 0.0906
H -3.0582 5.2907 -1.7267 -0.05 0.03 -0.08 0.1063
H -2.1673 7.2434 -0.4955 0.00 0.04 -0.01 0.1050
H -1.0541 6.9049 1.6834 0.05 0.06 0.04 0.1080
H -0.7580 4.6430 2.5845 0.06 -0.01 0.06 0.1160
H -3.9813 1.0885 2.8976 -0.03 -0.06 0.02 0.0934
H -5.8274 -0.2652 2.0454 -0.06 -0.02 0.05 0.1086
H -5.8356 -1.0434 -0.2959 -0.08 -0.06 -0.03 0.1057
H -3.9325 -0.4900 -1.7745 0.02 -0.04 -0.05 0.1084
H -2.0329 0.8039 -0.8981 -0.08 0.03 0.00 0.0182
H 3.3395 2.1640 5.1251 -0.01 -0.03 0.10 0.1035
H 5.7896 2.2283 4.9296 0.02 0.03 0.07 0.1054
H 6.9025 1.1987 2.9824 0.05 0.00 -0.04 0.1043
H 5.5360 0.2630 1.1497 0.03 0.01 -0.01 0.1167
H 3.0998 -2.1127 2.3232 0.06 -0.07 0.13 0.0897
H 4.2692 -4.2700 2.0724 -0.01 -0.05 0.10 0.1075
H 5.3520 -4.8400 -0.0724 0.05 -0.09 -0.02 0.1025
H 5.2534 -3.2554 -1.9540 0.03 0.01 -0.09 0.1046
H 4.1070 -1.0975 -1.7037 0.04 0.00 -0.01 0.0940
H 4.4553 2.5584 0.5411 -0.03 0.04 -0.04 0.0964
H 5.0416 4.0228 -1.3356 0.05 0.02 0.03 0.1106
H 4.2246 3.5261 -3.6026 0.02 0.07 -0.11 0.1042
H 2.7665 1.5765 -3.9940 -0.06 -0.02 -0.05 0.1070
H 2.1088 0.1334 -2.0970 0.07 -0.02 -0.08 0.0887
H 2.4803 -1.2455 5.4078 0.07 0.07 0.12 0.0991
H 2.6123 -3.6847 5.7031 0.02 -0.03 0.12 0.1048
H 1.1626 -5.1686 4.3409 0.00 -0.05 0.05 0.1049
H -0.2825 -4.1866 2.5981 0.09 -0.07 0.00 0.1129
H -2.7418 -3.4683 0.6292 -0.04 0.03 -0.06 0.1047
H -4.8600 -4.0671 1.7242 -0.05 -0.03 -0.04 0.1071
H -5.4971 -3.0208 3.8624 -0.09 -0.05 0.06 0.1056
H -3.9700 -1.4014 4.9475 -0.04 0.05 0.10 0.1118
H -1.8466 -0.8050 3.8593 -0.08 0.07 0.05 0.0963
H 1.4199 -3.8204 0.9400 -0.02 0.03 -0.05 0.0836
H 1.8655 -5.0115 -1.1482 0.06 -0.02 -0.01 0.1072
H 0.5268 -4.5444 -3.1655 -0.01 -0.07 -0.10 0.1043
H -1.3018 -2.8865 -3.0771 -0.05 0.02 -0.05 0.1070
H -1.7472 -1.6656 -0.9743 -0.05 0.03 -0.10 0.0789
O 2.8477 3.7663 1.9227 -0.14 0.15 0.12 0.0616
C 1.7684 3.5317 1.3963 0.92 0.45 -0.86 -0.6116
O 0.8427 2.8390 1.9471 -0.78 -1.12 0.69 -0.2543
C 1.4882 4.1443 0.0388 0.01 0.06 0.08 -0.1531
C 2.0231 5.4182 -0.1198 0.06 0.09 -0.04 -0.0363
C 1.8568 6.1435 -1.2806 0.00 0.06 0.00 -0.0842
C 1.1320 5.5905 -2.3270 0.08 0.07 -0.05 -0.0924
C 0.5975 4.3291 -2.1958 0.08 0.02 0.09 -0.1402
C 0.7773 3.5771 -1.0272 0.12 0.05 0.11 -0.5635
S 0.1422 1.9623 -1.1425 -0.36 -0.80 0.78 0.6999
H 2.5963 5.8148 0.7053 0.03 0.07 0.04 0.1180
H 2.2830 7.1304 -1.3667 0.06 0.14 -0.03 0.0959
H 1.0046 6.1332 -3.2529 -0.07 0.08 -0.05 0.0997
H 0.0321 3.8851 -3.0022 -0.01 -0.03 -0.12 0.0942
```
Forces are in eV/Å.

Values from the calculation:
Orbital gap ... 5.87 eV
F_max ... 2.13 eV Å⁻¹
LUMO energy ... -1.04 eV


(2)
Computed, not measured: a molecular structure, C16H44O14 at a distorted geometry, with ωB97M-V/def2-TZVPD.

XYZ file:
```
74
Properties=species:S:1:pos:R:3:forces:R:3:lowdin_charge:R:1
C -0.9721 -4.2036 -0.7124 0.67 -0.03 1.30 -0.1347
O 0.3733 -3.7865 -0.4161 0.55 -4.94 -0.29 -0.0999
H -1.0089 -5.0961 -1.3370 0.66 -0.12 0.14 0.1010
H -1.5289 -4.4899 0.1799 -0.12 0.38 0.21 0.1018
H -1.3748 -3.4214 -1.3559 -0.51 -1.12 2.48 0.0044
H 0.4212 -3.1419 0.2937 -0.73 -1.90 -0.12 0.0512
C -2.1850 -1.4114 0.5589 -1.58 -1.12 2.83 -0.0503
O -2.9493 -0.3095 0.0426 5.51 -15.50 3.69 -0.1524
H -2.1675 -2.3820 0.0632 -0.73 0.64 -0.23 0.0868
H -1.1292 -1.1980 0.7257 -1.21 0.45 1.08 0.0863
H -2.6402 -1.6286 1.5251 0.24 -0.07 0.52 0.1133
H -2.8428 0.4768 0.5829 -0.28 -2.05 1.72 0.0203
C -1.8615 -3.2869 -3.0023 -0.74 -2.23 -3.39 -0.1610
O -3.1848 -4.0000 -2.9476 2.22 0.54 0.13 -0.0875
H -1.5739 -2.9128 -3.9849 -0.76 -0.12 -0.76 0.0921
H -1.6594 -2.4635 -2.3172 -2.03 -2.81 -2.36 -0.1089
H -1.0193 -3.9197 -2.7224 -0.68 -0.84 -1.53 0.0648
H -3.8688 -3.4005 -3.2547 0.19 0.25 0.03 0.0626
C 0.1481 1.1211 -3.0970 -0.09 0.19 -1.27 -0.1475
O -1.0981 1.3052 -3.7429 -0.45 0.26 0.03 -0.0742
H 0.3924 0.0616 -3.1740 -0.80 1.74 -0.83 0.0318
H 0.9012 1.6636 -3.6685 0.46 0.25 0.37 0.1046
H 0.0797 1.2555 -2.0175 0.38 1.83 -1.92 0.0603
H -1.1634 2.2349 -3.9733 -0.26 0.00 -0.01 0.0761
C -2.1911 1.8193 -0.1107 -1.07 1.31 -1.86 -0.0904
O -3.4988 1.2617 -0.2591 -4.93 15.24 -2.88 -0.1271
H -2.0049 1.9855 0.9504 -0.08 0.35 0.21 0.1018
H -1.4552 1.1156 -0.4997 -1.55 1.63 0.59 0.0549
H -2.1388 2.7360 -0.6981 0.24 0.40 0.34 0.1061
H -3.4733 0.4798 -0.8155 -0.46 0.89 -1.65 0.0525
C 0.8287 -1.6956 -2.6925 2.03 -0.80 0.28 -0.1538
O 1.9008 -2.4054 -3.2741 -0.18 -0.87 -1.09 -0.0422
H -0.2012 -1.6222 -3.0418 1.16 -0.42 -1.98 0.1003
H 0.6557 -2.0804 -1.6875 1.54 -0.92 -2.46 0.0706
H 1.2926 -0.7108 -2.6364 -0.04 -0.69 0.66 0.0785
H 1.5918 -2.9023 -4.0352 0.02 -0.16 -0.01 0.0868
C 3.2772 2.2637 0.0980 2.39 -1.18 0.00 -0.0258
O 2.1572 2.9308 -0.4450 5.50 0.03 -8.37 -0.0930
H 3.0235 1.8545 1.0759 0.54 0.58 -0.24 0.0869
H 3.5094 1.3340 -0.4215 0.42 0.45 -0.65 0.1210
H 4.0876 2.9848 0.2045 0.31 -0.43 -0.16 0.1284
H 2.3053 3.0894 -1.3801 0.09 0.32 -0.32 0.1750
C 0.4259 4.1563 1.1942 1.12 0.29 2.33 -0.0332
O 1.5132 3.2542 1.4603 -0.80 9.20 7.13 -0.2503
H 0.1141 4.3400 2.2224 -0.84 0.43 -0.28 0.1042
H 0.8498 5.0903 0.8252 -0.43 0.05 -0.44 0.1009
H -0.3635 3.7021 0.5954 0.00 0.48 0.00 0.0728
H 1.9567 3.2312 0.6091 -0.70 2.90 1.89 -0.1752
C 0.8012 1.6486 0.4846 -2.66 -4.64 -0.71 -0.1812
C 0.9786 0.3793 -0.3328 2.91 2.96 3.10 -0.2770
C 1.1875 -0.9164 0.4139 0.36 1.26 1.06 -0.0070
O 0.2886 -1.7670 -0.2340 -0.64 4.94 1.02 -0.1396
C -0.5505 -0.9657 -0.9799 -4.04 -4.32 -2.16 -0.5330
O -1.4724 -1.4547 -1.7132 4.36 8.62 6.33 0.0405
O -0.2491 0.2536 -0.8237 -1.83 -2.57 -1.82 -0.0209
H 0.5364 2.5016 -0.1401 -1.32 -2.02 0.05 0.0989
H 1.5457 2.0311 1.1829 -1.16 -3.35 -1.89 -0.0609
H 0.0635 1.5963 1.2854 -0.87 -0.92 -0.52 0.1013
H 1.7236 0.5885 -1.1004 -0.13 -0.37 -0.39 0.1496
H 0.8138 -0.7386 1.4223 0.15 -0.40 0.32 0.1333
H 2.2129 -1.2823 0.4659 -0.20 -0.28 -0.32 0.1755
C 1.9420 1.1550 3.0198 0.83 0.45 2.35 -0.0136
C 1.0634 0.7199 4.2247 1.68 -0.60 -1.86 -0.2461
C -0.4069 0.6587 3.9124 -0.28 2.23 -0.44 -0.0965
O -0.8136 -0.5641 4.4228 -3.97 1.38 0.11 0.1124
C 0.1802 -1.2914 4.7713 0.87 -3.09 1.07 -0.5878
O 0.0356 -2.3547 5.3450 1.20 1.71 -1.06 0.1486
O 1.2810 -0.6746 4.3058 1.83 -2.42 0.97 0.0641
H 1.4822 0.9769 2.0477 0.52 -0.60 1.50 0.0220
H 2.9441 0.7342 3.1022 -0.17 -0.96 0.10 0.1067
H 2.2542 2.1958 3.1068 -0.79 0.16 0.02 0.0994
H 1.4395 1.0800 5.1823 -0.59 0.77 -0.04 0.1639
H -0.5711 0.7006 2.8356 0.01 -0.34 -0.06 0.1089
H -0.9609 1.5107 4.3064 -0.27 -0.31 0.40 0.1473
```
Forces are in eV/Å.

Values from the calculation:
Orbital gap ... 8.04 eV
Energy above the lowest of the compared OMol25 structures with the same formula, charge and spin ... 562.1 kcal per mole
F_max ... 16.86 eV Å⁻¹
LUMO energy ... -0.38 eV


(3)
Computed, not measured: a gas-phase ion, C6H10NO (charge +1) at a distorted geometry, with ωB97M-V/def2-TZVPD.

XYZ file:
```
18
Properties=species:S:1:pos:R:3:forces:R:3:lowdin_charge:R:1
C -0.1878 0.7184 -0.3925 1.08 -0.95 -0.70 -0.2227
C -0.2615 -0.7819 -0.6037 3.15 -0.69 1.66 -0.1509
C 0.1556 0.8112 0.8299 -1.41 -1.44 0.67 0.1776
C -0.2443 1.5711 -1.5724 -1.20 1.80 -0.60 -0.0044
C 0.9094 -1.8273 -0.1535 -1.94 0.70 0.54 0.0521
C 0.0375 0.5512 2.2390 2.58 3.85 -1.12 0.0133
N -2.3510 -0.7938 -1.6022 -1.59 2.94 0.21 0.1665
O -1.2478 -1.3392 -1.2038 -0.38 -2.92 -0.69 -0.0294
H -2.9851 -1.3940 -2.1774 1.65 -0.69 0.58 0.1159
H -1.2265 2.0998 -1.6295 0.66 -0.49 -0.06 0.1232
H -0.1461 0.9089 -2.4002 0.01 -0.11 -0.98 0.0851
H 0.5272 2.3438 -1.6223 0.03 -0.28 0.27 0.1104
H 0.6841 -2.8663 -0.3536 -0.48 0.01 -1.02 0.0856
H 1.0925 -1.9649 0.9169 -0.52 0.95 0.31 0.0777
H 1.8757 -1.5772 -0.5253 0.48 0.49 -0.81 0.0794
H 0.7933 -0.0872 2.5936 1.29 -0.27 0.87 0.0892
H -0.8522 0.1180 2.3580 -3.84 -1.65 0.65 0.0690
H -0.0459 1.6018 2.6706 0.43 -1.27 0.24 0.1624
```
Forces are in eV/Å.

Values from the calculation:
Orbital gap (spin up / spin down) ... 8.57 / 6.69 eV
Energy above the lowest of the compared OMol25 structures with the same formula, charge and spin ... 169.8 kcal per mole
F_max ... 4.77 eV Å⁻¹
LUMO energy (spin up / spin down) ... -5.58 / -6.09 eV
Charge ... +1


(4)
Computed, not measured: a gas-phase ion, C5H12NO2 (charge +2) at a distorted geometry, with ωB97M-V/def2-TZVPD.

XYZ file:
```
20
Properties=species:S:1:pos:R:3:forces:R:3:lowdin_charge:R:1
O 0.4107 -0.1757 3.2824 0.06 -0.28 0.19 0.1381
C 0.2585 -0.7978 2.2761 -0.21 0.56 -0.78 -0.1398
C 0.6146 -0.0862 0.9285 -0.32 0.26 0.25 -0.1985
C -0.7203 0.3268 0.2759 0.25 -0.55 -1.10 -0.1173
C -0.7179 0.5752 -1.2619 -0.95 0.43 -0.01 -0.1047
C -0.4309 -0.5922 -2.2366 0.52 -0.40 1.74 -0.0980
O -1.1802 -1.7168 -1.8480 1.34 0.46 -0.86 0.2773
N 1.4106 1.1489 1.3459 -1.31 -0.64 -0.75 0.2507
H -0.2726 -1.7558 2.1732 0.23 -0.10 0.31 0.1588
H 1.2087 -0.6782 0.2359 0.21 -0.17 0.28 0.1551
H -1.0545 1.2678 0.6963 -0.25 0.16 0.28 0.1436
H -1.5178 -0.4007 0.4391 0.20 -0.08 0.51 0.1354
H -0.0641 1.4161 -1.5012 -0.05 -0.14 -0.51 0.1400
H -1.7480 0.8430 -1.5144 0.12 0.56 0.23 0.1431
H -0.8588 -0.2917 -3.2305 -0.15 0.10 -0.16 0.2333
H 0.6334 -0.8213 -2.3638 -0.20 -0.34 -0.37 0.1605
H -0.6113 -2.5036 -2.0631 -0.67 -0.21 0.11 0.2069
H 1.1108 1.9469 0.7871 0.29 0.24 0.12 0.1727
H 1.1215 1.2844 2.3332 0.42 0.07 0.30 0.1604
H 2.4073 1.0109 1.2459 0.46 0.08 0.25 0.1826
```
Forces are in eV/Å.

Values from the calculation:
Orbital gap (spin up / spin down) ... 11.28 / 4.70 eV
2S+1 ... 2
Energy above the lowest of the compared OMol25 structures with the same formula, charge and spin ... 20.0 kcal per mole
F_max ... 1.86 eV Å⁻¹
LUMO energy (spin up / spin down) ... -7.39 / -13.95 eV
Charge ... +2